1.
This record from the OMol25 dataset describes a 2-piece molecular cluster, CH2F3P overall at a distorted geometry. The level of theory is the ωB97M-V functional and the def2-TZVPD basis.

XYZ file:
```
7
Properties=species:S:1:pos:R:3
C 1.34946 1.61785 1.57913
F -1.87626 -2.01337 -0.97718
F -0.45771 -0.69316 0.22553
F -0.42934 -0.75780 -2.19135
P -0.35628 -1.81770 -0.97009
H 0.32832 1.64084 1.79491
H 1.44181 2.02333 0.53906
```

Computed properties:
Gap between HOMO and LUMO (alpha / beta) (eV): 8.9 / 8.9
ΔE to the lowest compared entry with this formula, charge and spin (eV): 3.1166

2.
This record from the OMol25 dataset describes a 2-piece molecular cluster, CH2F3PS overall at a distorted geometry. The level of theory is the ωB97M-V functional and the def2-TZVPD basis.

XYZ file:
```
8
Properties=species:S:1:pos:R:3
C 0.83476 -0.62834 0.81036
F -0.46730 -0.87135 1.08776
F 1.07308 -1.35067 -0.26565
F 1.54893 -1.25524 1.80688
P -1.47080 1.35583 -0.63643
S 1.19640 1.08439 0.50722
H -1.67387 0.03559 -1.26272
H -1.04120 1.62977 -2.04741
```

Computed properties:
Gap between HOMO and LUMO (alpha / beta) (eV): 7.4 / 7.4
ΔE to the lowest compared entry with this formula, charge and spin (eV): 1.7067

3.
This record from the OMol25 dataset describes CH2F4N3P3 as an isolated structure at a distorted geometry. The level of theory is the ωB97M-V functional and the def2-TZVPD basis.

XYZ file:
```
13
Properties=species:S:1:pos:R:3
C 1.97516 -0.70105 0.92503
N -0.93456 1.50304 -0.15756
N -1.63876 -0.94735 -0.48719
N 0.90747 -0.38033 0.43997
F 0.68874 3.16334 -1.20812
F 2.85815 0.07004 1.65758
F 2.77612 -1.61425 0.30246
F -0.37956 -2.43836 0.72715
P 0.28611 2.37829 0.13307
P -1.57381 0.60752 -1.32987
P -0.07219 -1.52965 -0.53763
H -1.99843 -1.26942 0.45544
H -2.89444 1.15818 -0.92035
```

Computed properties:
Gap between HOMO and LUMO (eV): 8.8
ΔE to the lowest compared entry with this formula, charge and spin (eV): 1.7246

4.
This record from the OMol25 dataset describes CH2F5K3NO8S3 as an isolated structure at a distorted geometry. The level of theory is the ωB97M-V functional and the def2-TZVPD basis.

XYZ file:
```
23
Properties=species:S:1:pos:R:3
K 0.97514 3.50133 1.20572
K -6.61427 -0.05273 -0.39946
K 0.85498 -1.86253 0.89389
N -1.62568 -0.87228 0.17491
S -2.69038 -0.38506 1.43031
O -4.06666 -0.04566 0.99802
O -2.20443 0.12989 2.69514
F -2.93367 -1.95552 1.85680
S -1.58422 0.55507 -0.34145
O -0.89569 1.54361 0.49114
O -2.64265 1.00242 -1.24079
F -0.39413 0.08991 -1.36174
C 4.09211 1.09350 -1.75091
F 4.97187 0.22372 -1.96428
F 4.52716 2.38317 -1.89015
F 3.15094 0.91015 -2.67034
S 3.41146 0.86565 0.05635
O 2.05018 0.42204 -0.07382
O 4.30577 -0.07989 0.77066
O 3.41999 2.13959 0.71795
O -1.86035 -3.42519 -0.13423
H -2.46765 -3.70228 0.55180
H -1.77976 -2.47881 -0.01549
```

Computed properties:
Gap between HOMO and LUMO (eV): 7.6
Total charge: +1
ΔE to the lowest compared entry with this formula, charge and spin (eV): 0.0000

5.
This record from the OMol25 dataset describes CH2F7K5N2O12S5 as an isolated structure at a distorted geometry. The level of theory is the ωB97M-V functional and the def2-TZVPD basis.

XYZ file:
```
34
Properties=species:S:1:pos:R:3
K -0.50413 -0.65833 6.88481
K -3.01329 5.11633 2.58821
K 2.27150 3.79849 -0.06269
K -3.44436 0.76171 0.33543
K -2.26793 -2.50037 2.14326
N -1.35643 0.03649 1.89013
S -1.40705 1.13642 3.18950
O -1.50472 2.57997 2.85713
O -0.78220 0.74744 4.45496
F -2.93834 0.82351 3.37098
S 0.08288 0.41150 1.57605
O 1.13247 -0.31829 2.27254
O 0.47487 1.76970 1.14958
F 0.00795 -0.29428 0.14930
N -1.86908 -0.68812 -3.60761
S -2.25295 -1.76271 -2.60103
O -3.02208 -2.92597 -3.03835
O -2.26002 -1.46748 -1.15878
F -0.78580 -2.32912 -2.60620
S -3.46426 -0.10915 -3.53627
O -3.81145 0.69134 -2.36265
O -4.60691 -0.77210 -4.16758
F -3.18158 1.18012 -4.47441
C 4.81627 0.37371 -1.84137
F 5.37402 1.62516 -2.02801
F 4.57692 -0.27393 -3.03790
F 5.66270 -0.38045 -1.12344
S 3.13713 0.38277 -0.88285
O 3.38911 0.75715 0.55880
O 2.33265 1.41049 -1.51876
O 2.56914 -0.96661 -0.92454
O 2.05383 -3.07319 1.82297
H 2.98483 -2.85079 1.81869
H 1.60642 -2.23149 1.91010
```

Computed properties:
Gap between HOMO and LUMO (alpha / beta) (eV): 6.1 / 2.6
Total charge: +3
2S+1: 2

6.
This record from the OMol25 dataset describes one molecule with the formula CH2FIS at a distorted geometry. The level of theory is the ωB97M-V functional and the def2-TZVPD basis.

XYZ file:
```
6
Properties=species:S:1:pos:R:3
C -0.06362 0.01447 -0.69469
F 1.11860 0.58625 -1.04509
S -0.61357 0.96114 1.15209
I 0.28354 -0.63896 2.65884
H 0.05591 -1.10296 -0.52609
H -0.78085 0.18005 -1.54506
```

Computed properties:
Gap between HOMO and LUMO (eV): 8.3
Structure (SMILES): FCSI
ΔE to the lowest compared entry with this formula, charge and spin (eV): 0.5359

7.
This record from the OMol25 dataset describes a 2-piece molecular cluster, CH2FN overall at a distorted geometry. The level of theory is the ωB97M-V functional and the def2-TZVPD basis.

XYZ file:
```
5
Properties=species:S:1:pos:R:3
C -0.17619 -0.04247 -0.36552
N 0.36223 -1.10029 -0.12848
F -1.30144 0.13547 -1.05304
H -0.14481 2.12947 1.26375
H 1.26020 -1.12217 0.28329
```

Computed properties:
Gap between HOMO and LUMO (alpha / beta) (eV): 10.1 / 9.4
ΔE to the lowest compared entry with this formula, charge and spin (eV): 4.4510

8.
This record from the OMol25 dataset describes CH2FNO2 as an isolated structure at a distorted geometry. The level of theory is the ωB97M-V functional and the def2-TZVPD basis.

XYZ file:
```
7
Properties=species:S:1:pos:R:3
C -0.59107 -0.12504 0.11054
N 0.49365 -0.88570 0.10911
O 1.77835 -0.49545 0.21367
O -1.38367 1.55476 0.16372
F -1.67577 -0.87158 0.15723
H 2.26820 -1.14271 -0.29136
H -0.88968 1.96573 -0.46293
```

Computed properties:
Gap between HOMO and LUMO (alpha / beta) (eV): 9.9 / 9.9
ΔE to the lowest compared entry with this formula, charge and spin (eV): 3.4574

9.
This record from the OMol25 dataset describes CH2FNO2S as an isolated structure at a distorted geometry. The level of theory is the ωB97M-V functional and the def2-TZVPD basis.

XYZ file:
```
8
Properties=species:S:1:pos:R:3
C -0.05733 0.63957 0.55523
N 0.24759 -0.37677 -0.03395
O -3.76727 0.39438 -0.62686
O -2.09265 -1.32591 -0.36216
F 1.81097 -0.70093 -0.46264
S -2.72874 -0.11639 0.15276
H 0.83672 1.39613 0.83303
H -0.44447 -1.19980 -0.32937
```

Computed properties:
Gap between HOMO and LUMO (eV): 8.7
ΔE to the lowest compared entry with this formula, charge and spin (eV): 3.6138

10.
This record from the OMol25 dataset describes CH2I2O as an isolated structure at a distorted geometry. The level of theory is the ωB97M-V functional and the def2-TZVPD basis.

XYZ file:
```
6
Properties=species:S:1:pos:R:3
C 0.07201 -2.09766 2.99962
O 0.66209 -0.52991 0.62710
I -0.02981 -3.39448 1.31170
I 1.98554 -1.37089 3.48450
H 0.45111 0.45007 0.56432
H 0.29473 -0.92583 -0.23385
```

Computed properties:
Gap between HOMO and LUMO (alpha / beta) (eV): 8.1 / 7.2
2S+1: 3
ΔE to the lowest compared entry with this formula, charge and spin (eV): 0.0000

11.
This record from the OMol25 dataset describes a 2-piece molecular cluster, CH2INO2 overall at a distorted geometry. The level of theory is the ωB97M-V functional and the def2-TZVPD basis.

XYZ file:
```
7
Properties=species:S:1:pos:R:3
C -0.03688 -0.95100 -1.79855
N -0.99734 -0.88868 -1.08692
O 0.85353 -1.37955 -2.38546
O 0.80560 0.46094 2.16196
I -0.42720 1.85377 1.54628
H -1.57307 -0.04339 -1.11700
H 1.37535 0.94791 2.67969
```

Computed properties:
Gap between HOMO and LUMO (eV): 8.9
Structure (SMILES): N=C=O.OI
ΔE to the lowest compared entry with this formula, charge and spin (eV): 0.9572

12.
This record from the OMol25 dataset describes a 2-piece molecular cluster, CH2INO2 overall at a distorted geometry. The level of theory is the ωB97M-V functional and the def2-TZVPD basis.

XYZ file:
```
7
Properties=species:S:1:pos:R:3
C -0.05100 1.04120 0.08457
N -0.26957 -1.30117 -0.06700
O 0.81083 -1.76344 0.06460
O -1.37444 -1.71432 0.01279
I 1.98162 1.12202 -0.21137
H -0.61723 1.12834 -0.83760
H -0.48021 1.48736 0.95401
```

Computed properties:
Gap between HOMO and LUMO (alpha / beta) (eV): 8.7 / 7.8
ΔE to the lowest compared entry with this formula, charge and spin (eV): 4.9629

13.
This record from the OMol25 dataset describes an isolated ion of composition CH2INO3P and charge -1 at a distorted geometry. The level of theory is the ωB97M-V functional and the def2-TZVPD basis.

XYZ file:
```
9
Properties=species:S:1:pos:R:3
C -1.68317 -0.81938 -0.08180
N -0.48054 -0.68890 -0.18533
O 1.98327 1.99958 -0.64029
O -0.03579 0.52643 -0.71585
O 0.90428 1.22331 1.57611
P 1.29589 0.95163 0.15901
I 2.55091 -1.18068 -0.01897
H -1.92640 -1.70021 0.37819
H -2.60844 -0.31177 -0.47107
```

Computed properties:
Gap between HOMO and LUMO (eV): 8.2
Total charge: -1
Structure (SMILES): C=NO[P@@](=O)([O-])I
ΔE to the lowest compared entry with this formula, charge and spin (eV): 0.1261

14.
This record from the OMol25 dataset describes a 2-piece molecular cluster, CH2IO2P overall at a distorted geometry. The level of theory is the ωB97M-V functional and the def2-TZVPD basis.

XYZ file:
```
7
Properties=species:S:1:pos:R:3
C 1.56193 -0.27570 1.11441
O -2.10722 0.99284 -2.73490
O 1.72468 -0.20816 -0.09079
P -1.79627 1.06642 -1.33693
I -2.21228 -1.08443 -0.15560
H 0.68245 0.36609 1.40655
H 2.14672 -0.85706 1.79725
```

Computed properties:
Gap between HOMO and LUMO (eV): 8.6
Structure (SMILES): O=PI.C=O
ΔE to the lowest compared entry with this formula, charge and spin (eV): 0.6883

15.
This record from the OMol25 dataset describes a 2-piece molecular cluster, CH2IOP overall at a distorted geometry. The level of theory is the ωB97M-V functional and the def2-TZVPD basis.

XYZ file:
```
6
Properties=species:S:1:pos:R:3
C -1.83104 -0.05430 0.26667
O 1.19453 0.02106 -0.62399
P -0.87135 0.15112 1.44392
I 2.99150 0.64202 -0.72032
H -2.55413 -0.19740 -0.47707
H 1.07050 -0.56249 0.11079
```

Computed properties:
Gap between HOMO and LUMO (eV): 9.0
Structure (SMILES): C#P.OI
ΔE to the lowest compared entry with this formula, charge and spin (eV): 2.7555

16.
This record from the OMol25 dataset describes CH2IOP as an isolated structure at a distorted geometry. The level of theory is the ωB97M-V functional and the def2-TZVPD basis.

XYZ file:
```
6
Properties=species:S:1:pos:R:3
C -0.43176 0.77931 -0.10768
O 2.14435 -0.34443 -0.09321
P 0.69776 -0.48378 0.14458
I -2.38059 0.02953 -0.04015
H -0.03283 1.83909 -0.02721
H 0.00307 -1.81972 0.12367
```

Computed properties:
Gap between HOMO and LUMO (eV): 8.2
ΔE to the lowest compared entry with this formula, charge and spin (eV): 1.2214

17.
This record from the OMol25 dataset describes CH2IOP as an isolated structure at a distorted geometry. The level of theory is the ωB97M-V functional and the def2-TZVPD basis.

XYZ file:
```
6
Properties=species:S:1:pos:R:3
C 0.07225 -0.12082 0.91959
O -0.15711 -0.76154 1.84787
P -1.07380 0.17795 -0.47809
I 0.55027 -0.83943 -1.93230
H 1.39735 0.05282 0.47177
H -0.78895 1.49102 -0.82883
```

Computed properties:
Gap between HOMO and LUMO (eV): 9.0
ΔE to the lowest compared entry with this formula, charge and spin (eV): 1.1253

18.
This record from the OMol25 dataset describes CH2LuO4 as an isolated structure at a distorted geometry. The level of theory is the ωB97M-V functional and the def2-TZVPD basis.

XYZ file:
```
8
Properties=species:S:1:pos:R:3
O 0.93639 -1.23006 0.49888
C 0.96070 -0.96899 -0.76975
O 1.98651 -0.52196 -1.29502
O -0.21282 -0.70354 -1.34960
Lu -0.09494 -0.10057 1.99612
H -0.66362 0.21714 -1.01832
O -1.09441 1.35169 0.89329
H -1.81782 1.95628 1.04440
```

Computed properties:
Gap between HOMO and LUMO (eV): 5.8
Total charge: +1

19.
This record from the OMol25 dataset describes one molecule with the formula CH2N2O at a distorted geometry. The level of theory is the ωB97M-V functional and the def2-TZVPD basis.

XYZ file:
```
6
Properties=species:S:1:pos:R:3
C 0.39304 -0.26563 -0.03158
O 0.35371 1.12412 -0.06472
N -1.22738 0.89312 0.09325
N -1.09997 -0.30891 -0.01123
H 0.72114 -0.70419 0.91650
H 0.85946 -0.73851 -0.90223
```

Computed properties:
Gap between HOMO and LUMO (eV): 11.1
Structure (SMILES): C1N=NO1
ΔE to the lowest compared entry with this formula, charge and spin (eV): 3.7242

20.
This record from the OMol25 dataset describes a 2-piece molecular cluster, CH2N2O2 overall at a distorted geometry. The level of theory is the ωB97M-V functional and the def2-TZVPD basis.

XYZ file:
```
7
Properties=species:S:1:pos:R:3
C -0.23567 0.09599 -0.43090
N 1.52832 0.08584 0.49546
N -1.31377 0.14191 0.45230
O 2.39042 -0.05538 -0.25163
O -0.82179 -1.07814 -0.24510
H -0.52382 0.51732 -1.47686
H -1.02370 0.29245 1.45674
```

Computed properties:
Gap between HOMO and LUMO (eV): 8.4
ΔE to the lowest compared entry with this formula, charge and spin (eV): 7.6182